No. 1
A structure of composition C21H38N2O2ReSi3 in a non-equilibrium geometry, computed with wB97M-V/def2-TZVPD.

Each line ends with the Löwdin spin population.
CARTESIAN COORDINATES (ANGSTROEM)
Re  -0.48297  -0.37907  0.34048  0.975
C  -2.68695  -1.53201  1.92210  -0.048
C  -2.32262  -0.22263  1.51280  0.001
C  -2.53142  -0.14869  0.06930  0.021
C  -3.00680  -1.46392  -0.31046  -0.075
C  -3.10383  -2.27418  0.81792  0.000
H  -2.68268  -1.87580  2.94828  -0.001
H  -2.16035  0.61302  2.17751  0.000
H  -2.86445  0.73481  -0.45752  0.010
H  -3.17405  -1.76858  -1.33388  -0.004
H  -3.43044  -3.30230  0.83545  0.001
C  2.70218  -1.54474  0.40617  0.002
O  1.66772  -0.53904  0.27061  0.018
Si  2.01108  1.14702  0.04883  0.021
C  2.82051  1.67866  1.63782  0.006
C  3.18715  1.43520  -1.35456  0.005
C  0.13501  1.39217  -0.21146  0.028
Si  -0.51096  2.71137  1.16252  -0.001
C  -2.31175  3.20286  0.99108  0.001
C  -0.20014  2.11856  2.92995  0.001
C  0.52297  4.24627  0.84899  -0.004
Si  -0.33288  1.92423  -2.05248  0.016
C  0.08966  0.51076  -3.21240  -0.003
C  0.63186  3.46959  -2.47569  0.004
C  -2.14755  2.27529  -2.35271  0.003
H  3.16704  -1.70617  -0.56430  0.000
H  2.26574  -2.46680  0.77692  0.000
H  3.43872  -1.18798  1.12461  0.000
H  3.88372  1.43196  1.56666  0.001
H  2.41316  1.15939  2.50533  0.000
H  2.76663  2.74872  1.83002  0.000
H  4.05700  0.78508  -1.22057  0.000
H  3.56497  2.45794  -1.28012  0.000
H  2.80431  1.28765  -2.36084  0.000
H  -3.03383  2.41777  0.77803  0.000
H  -2.43746  3.98289  0.23979  0.000
H  -2.59841  3.64063  1.95121  0.000
H  0.02333  1.05848  3.05999  0.002
H  -1.07683  2.34712  3.54090  0.000
H  0.63170  2.67411  3.36440  0.000
H  0.05286  4.88188  0.10037  0.000
H  1.55569  4.08884  0.54323  0.000
H  0.54082  4.80670  1.78756  -0.001
H  1.05833  0.03288  -3.06605  0.000
H  0.06840  0.88956  -4.23708  -0.001
H  -0.69187  -0.25116  -3.15225  0.000
H  1.68733  3.45571  -2.21117  0.000
H  0.18195  4.35388  -2.02531  0.000
H  0.57061  3.60585  -3.55879  0.001
H  -2.74239  1.36977  -2.47580  0.000
H  -2.18738  2.79498  -3.31480  0.001
H  -2.63606  2.92562  -1.63044  0.000
N  -0.55380  -5.63451  2.45889  0.000
C  0.43509  -5.58686  1.53444  0.000
O  1.45252  -6.23394  1.56800  -0.001
C  0.26254  -4.58672  0.41156  -0.001
C  0.67876  -4.94321  -0.86975  0.009
C  0.65770  -3.99316  -1.87357  0.000
C  0.26259  -2.70246  -1.57079  0.003
N  -0.12304  -2.35146  -0.33915  -0.009
C  -0.12828  -3.28316  0.63624  0.013
H  -0.46847  -6.32891  3.18663  0.000
H  -1.47650  -5.30215  2.24131  0.000
H  1.03364  -5.94999  -1.04892  0.000
H  0.96265  -4.23319  -2.88194  0.000
H  0.25843  -1.91819  -2.31332  -0.001
H  -0.40023  -2.94619  1.63018  0.005

Values from the calculation:
Expectation value of S² ... 0.89
Energy relative to the best compared isomer or geometry (same formula, charge and spin) ... 41.75 kcal per mole
DFT total energy ... -55218.4575 eV
Strongest force on any atom ... 0.030 hartree/bohr
HOMO level (spin up / spin down) ... -14.903 / -14.555 eV
Charge ... +2
Multiplicity ... 2

No. 2
A structure of composition C2H3FeO2 in a non-equilibrium geometry, computed with wB97M-V/def2-TZVPD.

Each line ends with the Löwdin spin population.
CARTESIAN COORDINATES (ANGSTROEM)
C  -1.43998  0.37376  0.00166  0.090
C  -0.92084  -0.99132  0.07856  0.068
O  0.41832  -1.20449  0.00134  0.587
O  -0.41150  1.22227  -0.05467  0.201
H  -1.60153  -1.14534  -0.89830  0.014
H  -0.69515  2.14234  -0.12053  0.012
Fe  1.55456  0.27440  0.06280  5.019
H  -1.45780  -1.47179  0.92743  0.010

Values from the calculation:
Expectation value of S² ... 12.01
Energy relative to the best compared isomer or geometry (same formula, charge and spin) ... 55.92 kcal per mole
DFT total energy ... -40590.0540 eV
Strongest force on any atom ... 0.065 hartree/bohr
HOMO level (spin up / spin down) ... -13.332 / -14.458 eV
Charge ... +1
Multiplicity ... 7

No. 3
The ion C10H8Br2NO with charge +1 in a non-equilibrium geometry, computed with wB97M-V/def2-TZVPD.

Each line ends with the Mulliken charge.
CARTESIAN COORDINATES (ANGSTROEM)
C  1.55798  1.75899  -0.86869  -0.664
C  0.73216  2.07626  0.18269  -0.399
C  1.13289  0.64784  -1.59541  -0.406
C  -0.42624  1.38317  0.49383  -0.231
C  0.06352  -0.13645  -1.22602  0.898
C  -0.18360  -3.00724  0.03924  -0.312
C  -0.01476  -1.35879  -2.02080  0.302
C  -0.48276  -2.62754  -1.33648  -0.331
C  -1.76672  -0.56260  0.22848  -0.339
C  0.45190  -2.26080  1.02561  -0.416
N  -0.79969  0.21712  -0.20131  0.174
O  -0.12576  -1.35598  -3.23469  -0.504
Br  -1.19367  -3.81678  -2.48526  0.043
Br  0.61468  -3.07021  2.69983  -0.037
H  2.40962  2.32435  -0.99997  0.553
H  0.87705  2.90925  0.85745  0.383
H  1.68384  0.41781  -2.60959  0.337
H  -0.95036  1.72244  1.36454  0.355
H  -0.79437  -3.74551  0.51728  0.406
H  -2.29522  -1.36444  -0.25364  0.436
H  -2.34286  -0.09042  1.08083  0.234
H  1.16420  -1.54334  0.88520  0.517

Values from the calculation:
Energy relative to the best compared isomer or geometry (same formula, charge and spin) ... 104.01 kcal per mole
DFT total energy ... -154110.3169 eV
Strongest force on any atom ... 0.092 hartree/bohr
HOMO level (spin up / spin down) ... -12.718 / -11.734 eV
Charge ... +1

No. 4
A structure of composition C36H45BCoN10O7S4, computed with wB97M-V/def2-TZVPD.

Each line ends with the Löwdin spin population.
CARTESIAN COORDINATES (ANGSTROEM)
Co  0.44869  -1.18411  0.88253  0.967
C  3.81476  0.39444  1.25986  0.000
C  3.25075  0.18575  -0.10447  0.000
C  3.92438  0.34430  -1.33234  0.000
C  3.03729  -0.08712  -2.29561  0.000
C  3.21853  -0.17537  -3.77441  0.000
N  1.89797  -0.44993  -1.66852  0.000
N  2.03645  -0.28827  -0.32649  0.002
B  0.68161  -1.17110  -2.26456  0.000
N  0.67093  -2.62556  -1.78641  0.001
N  0.95497  -2.87834  -0.48554  0.029
C  0.84354  -4.18094  -0.30406  0.004
C  1.00905  -4.80610  1.03683  0.000
C  0.51049  -4.80235  -1.52268  0.001
C  0.40888  -3.77538  -2.44011  0.002
C  0.05379  -3.83222  -3.88875  0.000
N  -0.60901  -0.45477  -1.78421  -0.001
N  -0.76487  -0.16168  -0.47034  -0.005
C  -1.97058  0.38729  -0.32490  0.000
C  -2.49585  0.85582  0.98848  0.000
C  -2.60924  0.43921  -1.57011  0.000
C  -1.71389  -0.11511  -2.46612  0.000
C  -1.85194  -0.29214  -3.94127  0.000
H  4.68334  1.05516  1.19867  0.000
H  3.07964  0.78392  1.96000  0.000
H  4.12747  -0.56326  1.68202  0.000
H  4.92513  0.71371  -1.48178  0.000
H  4.19733  0.22523  -4.03922  0.000
H  3.16236  -1.20790  -4.12252  0.000
H  2.45590  0.39044  -4.31254  0.000
H  0.72269  -1.12244  -3.46496  0.000
H  1.87744  -4.39615  1.55513  0.000
H  0.13731  -4.60334  1.66167  0.000
H  1.12115  -5.88740  0.93246  0.000
H  0.35503  -5.85373  -1.70091  0.000
H  0.05877  -4.87040  -4.22126  0.000
H  -0.94413  -3.42938  -4.07335  0.000
H  0.75493  -3.26796  -4.50415  0.000
H  -1.74252  0.75658  1.76518  0.000
H  -2.80390  1.90254  0.92393  0.000
H  -3.36040  0.26011  1.28416  0.000
H  -3.59090  0.82586  -1.78506  0.000
H  -2.76910  0.19158  -4.27697  0.000
H  -1.00920  0.14526  -4.47701  0.000
H  -1.90142  -1.34556  -4.21704  0.000
O  -4.63877  -2.85021  3.34752  0.000
C  -4.66359  -3.37622  2.11518  0.000
C  -5.81630  -4.05448  1.70788  0.000
C  -5.89698  -4.60938  0.44277  0.000
C  -4.83092  -4.50381  -0.44318  0.000
C  -3.68459  -3.83864  -0.03750  0.000
C  -3.57795  -3.26907  1.22573  0.001
C  -2.30995  -2.54262  1.56889  0.001
O  -1.39414  -2.50385  0.71601  0.009
N  -2.29739  -1.98851  2.76872  0.000
N  -1.16400  -1.20794  2.97493  0.000
C  -0.79698  -1.15565  4.19126  -0.001
S  0.40653  -0.01870  4.75007  0.000
C  0.91567  -1.08678  6.11312  0.000
C  -0.35672  -1.60391  6.76341  0.000
S  -1.47401  -2.19692  5.45798  0.000
H  -3.73285  -2.40208  3.43449  0.000
H  -6.63663  -4.13030  2.41003  0.000
H  -6.80060  -5.13238  0.14719  0.000
H  -4.89145  -4.93869  -1.43273  0.000
H  -2.82188  -3.74547  -0.68647  0.000
H  1.51240  -0.49168  6.80398  0.000
H  1.51702  -1.89045  5.68701  0.000
H  -0.85053  -0.81636  7.33688  0.000
H  -0.14691  -2.44996  7.41994  0.000
C  -0.67433  3.93559  -2.76006  0.000
C  0.31311  2.77475  -2.75424  0.000
C  1.35686  2.88875  -1.65504  0.000
N  0.69898  2.83691  -0.35019  0.000
C  1.31842  2.98379  0.83728  0.000
S  0.80327  2.28982  2.23242  0.002
N  2.48511  3.77085  0.84543  0.000
C  2.77683  4.94984  0.20288  0.000
O  3.92740  5.32381  0.05505  0.000
C  1.63177  5.83699  -0.21112  0.000
C  1.86051  6.72369  -1.26007  0.000
C  0.86242  7.59153  -1.66877  0.000
C  -0.36499  7.58773  -1.01711  0.000
C  -0.58650  6.72359  0.04592  0.000
C  0.40793  5.84478  0.45104  0.000
H  -1.40830  3.82447  -3.55978  0.000
H  -0.15980  4.88970  -2.89733  0.000
H  -1.21565  3.99034  -1.81544  0.000
H  0.84285  2.72527  -3.71019  0.000
H  -0.22024  1.82800  -2.64355  0.000
H  1.88226  3.83741  -1.77415  0.000
H  2.09381  2.08485  -1.72545  0.000
H  -0.03336  2.13336  -0.29072  0.000
H  3.22855  3.39096  1.41588  0.000
H  2.82981  6.71430  -1.74035  0.000
H  1.04001  8.27083  -2.49313  0.000
H  -1.14942  8.26271  -1.33711  0.000
H  -1.53800  6.72575  0.56187  0.000
H  0.22935  5.18266  1.28798  0.000
O  3.29362  -1.38425  4.02469  -0.003
S  2.61448  -2.27048  3.07223  0.000
O  1.76754  -3.25777  3.75441  0.000
O  1.68548  -1.34047  2.26151  -0.008
O  3.54814  -2.89514  2.12888  0.001

Values from the calculation:
Expectation value of S² ... 0.76
Energy relative to the best compared isomer or geometry (same formula, charge and spin) ... 11.46 kcal per mole
DFT total energy ... -148947.6620 eV
Strongest force on any atom ... 0.019 hartree/bohr
HOMO level (spin up / spin down) ... -2.360 / -2.350 eV
Charge ... -2
Multiplicity ... 2

No. 5
A cluster of 2 separate species, C4H10ClNO in total in a non-equilibrium geometry, computed with wB97M-V/def2-TZVPD.

Each line ends with the Mulliken charge.
CARTESIAN COORDINATES (ANGSTROEM)
C  2.30337  1.42576  0.33129  -0.814
C  -0.10884  -1.51341  -0.68292  -1.129
C  -1.28891  -1.21155  1.34852  -0.575
C  -1.23943  0.54135  -0.21725  0.515
N  -0.95479  -0.69829  0.19730  -0.006
O  -1.16796  0.80341  -1.52748  -0.506
Cl  -2.33101  1.52483  0.73687  -0.252
H  2.89469  1.82880  1.08662  0.330
H  1.67917  0.56062  0.56090  0.073
H  1.72750  2.27369  -0.23029  0.189
H  -0.61015  -2.39314  -1.04364  0.386
H  0.09086  -0.93030  -1.52403  0.338
H  0.79368  -1.76001  -0.05647  0.404
H  2.97764  1.02044  -0.53964  0.226
H  -1.94038  -0.65393  1.97336  0.224
H  -0.92310  -2.19110  1.41994  0.285
H  -1.90236  1.37282  -1.83308  0.310

Values from the calculation:
Energy relative to the best compared isomer or geometry (same formula, charge and spin) ... 98.20 kcal per mole
DFT total energy ... -20366.7567 eV
Strongest force on any atom ... 0.098 hartree/bohr
HOMO level (spin up / spin down) ... -6.307 / -6.306 eV